(1)
C36H40B2F4N5O7PY as an isolated structure, computed with ωB97M-V with the def2-TZVPD basis set.

The multiplicity is 2. The calculation puts the gap between HOMO and LUMO (alpha / beta) at 6.601 / 8.257 eV. Its net charge is 0. Its energy above the lowest of the compared OMol25 structures with the same formula, charge and spin is 31.1 kcal/mol.

Structure (XYZ):
```
96
C36H40B2F4N5O7PY ωB97M-V with the def2-TZVPD basis set
Y -0.785 -0.768 -0.324
C -3.144 -4.749 1.326
C -2.531 -3.649 0.520
N -2.414 -2.444 0.910
O -2.885 -2.144 2.141
B -2.656 -0.708 2.407
F -1.260 -0.468 2.026
F -2.869 -0.444 3.720
O -3.473 0.195 1.577
N -3.078 0.128 0.276
C -3.963 0.378 -0.606
C -5.364 0.797 -0.304
C -3.533 0.122 -2.021
N -2.476 -0.579 -2.132
O -2.049 -0.866 -3.394
B -1.935 -2.339 -3.637
F -3.210 -2.911 -3.508
F -1.372 -2.480 -4.891
O -0.994 -3.029 -2.692
N -1.378 -2.908 -1.374
C -2.027 -3.881 -0.874
C -2.345 -5.150 -1.593
C -4.348 0.600 -3.175
H -3.273 -4.425 2.354
H -2.514 -5.639 1.294
H -4.122 -5.024 0.924
H -5.581 0.636 0.747
H -6.073 0.241 -0.919
H -5.493 1.859 -0.528
H -2.200 -5.023 -2.658
H -3.372 -5.458 -1.397
H -1.682 -5.943 -1.234
H -4.673 1.629 -3.010
H -5.238 -0.023 -3.289
H -3.767 0.533 -4.088
O 0.441 -2.781 1.240
C 0.897 -2.334 2.217
C 1.335 -1.794 3.381
C 1.407 -2.607 4.566
C 1.949 -2.077 5.701
C 2.439 -0.758 5.727
C 2.338 0.038 4.589
C 1.781 -0.420 3.411
P 1.523 0.533 1.867
C 0.917 2.181 2.392
C -0.370 2.545 2.021
C -0.892 3.785 2.371
C -0.120 4.683 3.090
C 1.177 4.337 3.458
C 1.690 3.097 3.110
C 3.251 0.890 1.362
C 3.617 2.080 0.740
C 4.889 2.235 0.197
C 5.812 1.203 0.269
C 5.461 0.012 0.895
C 4.194 -0.142 1.436
H 1.032 -3.621 4.543
H 1.997 -2.685 6.596
H 2.876 -0.357 6.631
H 2.696 1.059 4.640
H -0.981 1.844 1.484
H -1.907 4.036 2.089
H -0.525 5.647 3.370
H 1.793 5.037 4.008
H 2.717 2.864 3.363
H 2.905 2.891 0.671
H 5.155 3.170 -0.281
H 6.802 1.326 -0.152
H 6.177 -0.798 0.963
H 3.928 -1.077 1.917
C 0.962 3.178 -1.464
C -0.181 2.255 -1.882
C -1.496 3.002 -1.653
C -0.045 1.903 -3.360
O -0.134 1.093 -1.083
H 0.955 4.107 -2.041
H 1.924 2.682 -1.615
H 0.859 3.424 -0.404
H -1.570 3.880 -2.299
H -1.569 3.330 -0.612
H -2.337 2.343 -1.869
H -0.044 2.806 -3.978
H -0.863 1.255 -3.682
H 0.891 1.373 -3.532
O 1.284 -1.573 -1.097
N 1.969 -1.036 -2.095
C 2.962 -0.172 -1.827
C 3.744 0.325 -2.847
C 3.487 -0.051 -4.156
C 2.439 -0.922 -4.403
C 1.690 -1.411 -3.355
H 3.087 0.074 -0.787
H 4.541 1.012 -2.597
H 4.087 0.336 -4.969
H 2.182 -1.234 -5.405
H 0.854 -2.089 -3.449
```

Per-atom Mulliken charges, elementary charge units:
1. Y -1.149
2. C -2.025
3. C 0.467
4. N 0.672
5. O -0.629
6. B 0.547
7. F 1.151
8. F -0.306
9. O -0.768
10. N 1.522
11. C 0.385
12. C -1.985
13. C -0.052
14. N 1.486
15. O -0.800
16. B 0.896
17. F -0.407
18. F -0.336
19. O -0.911
20. N 0.746
21. C 0.482
22. C -1.844
23. C -2.132
24. H 0.467
25. H 0.408
26. H 0.324
27. H 0.473
28. H 0.413
29. H 0.298
30. H 0.389
31. H 0.351
32. H 0.350
33. H 0.422
34. H 0.448
35. H 0.404
36. O -0.465
37. C 0.721
38. C 0.757
39. C -1.212
40. C -0.542
41. C -0.929
42. C -0.347
43. C -0.179
44. P 2.361
45. C 0.088
46. C -0.083
47. C -0.981
48. C -0.759
49. C -0.920
50. C -0.026
51. C -0.431
52. C -0.264
53. C -0.973
54. C -0.605
55. C -0.714
56. C -0.408
57. H 0.523
58. H 0.398
59. H 0.463
60. H 0.288
61. H 0.297
62. H 0.516
63. H 0.390
64. H 0.418
65. H 0.363
66. H 0.429
67. H 0.453
68. H 0.401
69. H 0.438
70. H 0.404
71. C -1.380
72. C 1.431
73. C -1.377
74. C -1.122
75. O 1.139
76. H 0.486
77. H 0.209
78. H 0.134
79. H 0.523
80. H 0.121
81. H 0.008
82. H 0.481
83. H 0.090
84. H 0.062
85. O -0.761
86. N 0.168
87. C 0.597
88. C -0.222
89. C -0.694
90. C -0.782
91. C -0.268
92. H -0.360
93. H 0.478
94. H 0.382
95. H 0.524
96. H 0.504

---

(2)
C36H40BNP2Zn as an isolated structure at a distorted geometry, computed with ωB97M-V with the def2-TZVPD basis set.

The calculation puts the gap between HOMO and LUMO at 7.104 eV. Its net charge is 0.

Structure (XYZ):
```
81
C36H40BNP2Zn ωB97M-V with the def2-TZVPD basis set
Zn 1.894 -1.219 -2.778
C -3.055 0.136 0.226
C -3.076 0.039 -1.113
C -3.499 1.034 -2.176
C -2.380 1.852 -2.832
C -1.640 2.774 -1.883
C -1.673 2.756 -0.544
C -2.908 2.684 0.299
C -2.961 1.361 1.090
C 3.575 -0.600 -3.623
H -3.109 -0.787 0.822
H -2.788 -0.944 -1.537
H -4.289 1.701 -1.805
H -3.950 0.406 -2.951
H -1.641 1.182 -3.301
H -2.835 2.445 -3.635
H -0.983 3.495 -2.412
H -0.739 2.875 0.023
H -3.842 2.800 -0.266
H -2.865 3.502 1.035
H -2.055 1.285 1.717
H -3.833 1.399 1.765
H 4.471 -1.028 -3.140
H 3.585 0.502 -3.608
H 3.456 -0.883 -4.679
P 0.140 -2.248 -8.155
P 2.146 0.486 -8.771
C -0.432 -0.663 -8.809
C 0.372 0.395 -9.110
C -0.585 -3.367 -9.463
C -1.645 -3.041 -10.322
C -1.977 -3.879 -11.398
C -1.260 -5.057 -11.634
C -0.237 -5.413 -10.750
C 0.093 -4.591 -9.670
C -1.022 -2.394 -6.734
C -0.802 -1.488 -5.680
C -1.530 -1.578 -4.504
C -2.566 -2.524 -4.395
C -2.835 -3.384 -5.470
C -2.056 -3.334 -6.625
C 2.678 1.101 -10.470
C 2.425 0.266 -11.577
C 2.950 0.558 -12.843
C 3.706 1.733 -13.039
C 3.878 2.607 -11.969
C 3.368 2.308 -10.699
C 2.262 2.021 -7.763
C 3.441 2.161 -7.006
C 3.578 3.208 -6.088
C 2.548 4.150 -5.952
C 1.405 4.048 -6.742
C 1.249 2.981 -7.638
H -1.520 -0.578 -8.951
H -0.039 1.284 -9.611
H -2.216 -2.122 -10.183
H -2.792 -3.596 -12.063
H -1.496 -5.686 -12.498
H 0.312 -6.345 -10.909
H 0.886 -4.894 -8.981
H -0.054 -0.695 -5.792
H -1.295 -0.922 -3.658
H -3.153 -2.570 -3.486
H -3.656 -4.100 -5.387
H -2.268 -4.023 -7.446
H 1.798 -0.626 -11.456
H 2.785 -0.119 -13.673
H 4.135 1.941 -14.018
H 4.436 3.534 -12.125
H 3.516 3.021 -9.885
H 4.251 1.445 -7.130
H 4.480 3.290 -5.492
H 2.648 4.959 -5.229
H 0.612 4.792 -6.654
H 0.336 2.890 -8.216
B 0.970 -0.630 1.718
C 1.149 -1.099 0.238
N 1.309 -1.398 -0.888
H 0.067 0.190 1.808
H 2.043 -0.182 2.080
H 0.601 -1.590 2.405
```

Per-atom Mulliken charges, elementary charge units:
1. Zn 0.202
2. C -0.558
3. C 0.042
4. C -0.853
5. C 0.035
6. C -0.689
7. C -0.445
8. C -0.644
9. C -0.498
10. C -0.417
11. H 0.346
12. H 0.120
13. H 0.426
14. H 0.411
15. H -0.045
16. H 0.391
17. H 0.400
18. H 0.352
19. H 0.248
20. H 0.392
21. H 0.207
22. H 0.374
23. H 0.393
24. H 0.086
25. H -0.010
26. P 0.111
27. P 0.155
28. C -0.615
29. C -0.722
30. C 0.364
31. C -0.032
32. C -0.630
33. C -0.425
34. C -0.493
35. C -0.422
36. C 0.401
37. C -0.269
38. C -0.275
39. C -0.689
40. C -0.753
41. C -0.277
42. C 0.245
43. C -0.355
44. C -0.636
45. C -0.471
46. C -0.553
47. C -0.255
48. C 0.410
49. C -0.426
50. C -0.641
51. C -0.448
52. C -0.690
53. C 0.003
54. H 0.633
55. H 0.700
56. H 0.249
57. H 0.368
58. H 0.366
59. H 0.356
60. H 0.353
61. H 0.491
62. H 0.045
63. H 0.413
64. H 0.365
65. H 0.356
66. H 0.331
67. H 0.376
68. H 0.363
69. H 0.347
70. H 0.306
71. H 0.388
72. H 0.443
73. H 0.388
74. H 0.400
75. H 0.327
76. B -0.013
77. C 0.610
78. N -0.484
79. H -0.142
80. H -0.114
81. H -0.099

---

(3)
C36H40BrInN4O5 as an isolated structure at a distorted geometry, computed with ωB97M-V with the def2-TZVPD basis set.

The calculation puts the gap between HOMO and LUMO at 4.740 eV. Its net charge is -2. Its energy above the lowest of the compared OMol25 structures with the same formula, charge and spin is 31.7 kcal/mol.

Structure (XYZ):
```
87
C36H40BrInN4O5 ωB97M-V with the def2-TZVPD basis set
In 0.729 0.566 2.476
O 0.745 2.706 2.564
C 1.304 3.634 1.833
C 0.863 4.987 1.831
C 1.438 5.928 1.025
C 2.552 5.642 0.226
C 2.987 4.352 0.132
C 2.425 3.305 0.917
C 3.150 2.091 0.966
N 2.868 1.026 1.697
N 3.770 -0.001 1.636
C 3.373 -0.962 2.415
O 2.364 -0.930 3.179
C 4.251 -2.257 2.306
C 5.492 -2.269 1.744
C 6.176 -3.469 1.789
C 5.597 -4.724 2.228
C 4.304 -4.649 2.762
C 3.595 -3.453 2.734
H -0.083 5.185 2.385
H 1.025 6.938 1.070
H 2.971 6.383 -0.454
H 3.883 4.125 -0.456
H 4.080 1.992 0.407
H 6.170 -1.484 1.385
H 7.156 -3.523 1.277
H 6.135 -5.575 2.097
H 3.680 -5.553 3.093
H 2.549 -3.306 3.050
C -5.324 -1.357 -1.395
C -4.073 -1.796 -2.246
C -4.185 -1.381 -3.741
C -4.133 -3.328 -2.189
C -2.786 -1.191 -1.662
C -2.035 -1.953 -0.785
C -0.879 -1.372 -0.334
Br 0.140 -2.635 0.624
C -0.561 -0.026 -0.470
O 0.508 0.480 0.232
C -1.209 0.715 -1.427
C -2.326 0.096 -1.999
C -0.912 2.168 -1.666
C -1.762 2.829 -2.713
C 0.558 2.358 -1.958
C -1.188 2.924 -0.248
H -6.323 -1.642 -1.875
H -5.337 -0.259 -1.175
H -5.290 -1.618 -0.338
H -5.125 -1.642 -4.130
H -3.418 -1.997 -4.272
H -4.052 -0.366 -3.945
H -5.147 -3.701 -2.489
H -4.044 -3.702 -1.153
H -3.367 -3.717 -2.815
H -2.256 -2.980 -0.550
H -2.899 0.559 -2.803
H -1.596 2.369 -3.704
H -1.646 3.918 -2.746
H -2.797 2.577 -2.542
H 0.826 1.745 -2.815
H 1.228 1.890 -1.154
H 0.731 3.406 -2.293
H -2.204 2.671 0.021
H -1.032 3.956 -0.394
H -0.599 2.422 0.502
N -0.690 -0.441 3.547
C -1.967 -0.262 3.121
C -3.031 -0.629 3.978
C -4.385 -0.485 3.673
C -4.701 0.143 2.476
C -3.680 0.562 1.607
C -2.404 0.411 1.988
H -2.858 -1.243 4.844
H -5.179 -0.790 4.415
H -5.766 0.309 2.018
H -3.853 0.927 0.589
H -1.538 0.772 1.386
N 2.610 -0.774 -1.124
C 2.331 -1.847 -2.024
C 3.574 -2.404 -2.698
O 4.628 -1.704 -2.297
O 3.605 -3.224 -3.583
H 2.590 -1.087 -0.138
H 1.963 0.033 -1.327
H 4.190 -1.089 -1.679
H 1.682 -1.588 -2.897
H 1.840 -2.714 -1.538
```

Per-atom Mulliken charges, elementary charge units:
1. In 1.664
2. O -0.976
3. C 0.732
4. C -0.649
5. C -0.257
6. C -0.672
7. C -0.558
8. C 0.901
9. C -0.694
10. N 0.502
11. N -1.019
12. C 0.253
13. O -0.800
14. C 0.661
15. C -0.105
16. C -0.487
17. C -0.562
18. C -0.517
19. C -0.570
20. H 0.287
21. H 0.327
22. H 0.306
23. H 0.283
24. H 0.285
25. H 0.361
26. H 0.278
27. H 0.522
28. H 0.234
29. H 0.399
30. C -1.613
31. C 1.931
32. C -1.738
33. C -1.981
34. C 0.047
35. C -0.594
36. C 0.355
37. Br -0.183
38. C 0.350
39. O 0.101
40. C -0.553
41. C -0.379
42. C 2.339
43. C -2.335
44. C -0.731
45. C -1.332
46. H 0.366
47. H 0.274
48. H 0.428
49. H 0.444
50. H 0.351
51. H 0.425
52. H 0.388
53. H 0.382
54. H 0.456
55. H 0.209
56. H -0.049
57. H 0.406
58. H 0.425
59. H 0.421
60. H 0.409
61. H -0.652
62. H 0.378
63. H 0.175
64. H 0.741
65. H 0.135
66. N -0.904
67. C -0.001
68. C -0.579
69. C -0.433
70. C -0.671
71. C 0.351
72. C 0.491
73. H 0.350
74. H 0.256
75. H 0.113
76. H 0.300
77. H -0.625
78. N -0.483
79. C 0.384
80. C 0.166
81. O -0.607
82. O -0.671
83. H -0.316
84. H 0.050
85. H 0.570
86. H 0.216
87. H 0.119

---

no.,E (eV)
1,-82327.0138
2,-107138.2075
3,-129395.3201